w | A molecular structure, C5H7NO2, computed with ωB97M-V/def2-TZVPD.

The HOMO-LUMO gap comes out at 0.35305 Eh.

Atoms and positions in Å:
C1 -1.44 -0.09 0.06
H1 -1.82 0.29 -0.90
C2 2.96 0.50 -0.10
H2 0.76 0.04 -1.59
H3 -2.03 0.32 1.01
C3 1.65 -1.26 -0.08
H4 -0.36 1.76 -0.19
N1 2.97 -0.82 0.28
C4 1.06 -0.04 -0.62
H5 -1.18 -1.07 0.18
H6 0.38 0.73 1.07
H7 3.63 -1.29 0.93
O1 1.29 -2.39 -0.03
C5 -0.08 0.71 0.13
O2 3.61 1.46 -0.01

x | A single C5H7NO2 molecule, computed with ωB97M-V/def2-TZVPD.

The structure (SMILES) is C=C1C=NO[C@@H]1OC. The HOMO-LUMO gap comes out at 0.32471 Eh.

Atoms and positions in Å:
H1 -0.61 -1.72 2.44
C1 0.96 1.12 -0.90
H2 -1.46 0.25 1.11
O1 0.73 0.28 1.04
H3 -2.33 1.11 -1.63
C2 -1.21 1.12 -1.82
H4 -0.95 1.46 -2.95
H5 0.66 -2.02 1.68
C3 -0.23 0.54 -1.06
H6 1.64 1.76 -1.56
O2 -0.62 -1.32 0.21
N1 1.46 0.99 0.26
C4 -0.24 -2.15 1.33
C5 -0.56 0.03 0.38
H7 -0.36 -3.33 1.51

y | A single C5H7NO2 molecule, computed with ωB97M-V/def2-TZVPD.

The structure (SMILES) is C/N=C(\O)C(C)=C=O. The HOMO-LUMO gap comes out at 0.33972 Eh.

Atoms and positions in Å:
H1 -3.29 0.96 0.02
C1 1.02 -0.45 -0.08
C2 0.66 -1.68 -0.40
N1 -1.30 0.29 0.07
H2 2.73 0.72 -0.67
C3 -0.09 0.51 0.14
C4 2.48 -0.07 0.04
H3 -3.02 -0.65 0.69
H4 -0.27 2.35 0.62
H5 3.13 -0.93 -0.17
C5 -2.68 0.06 -0.07
H6 -2.90 -0.40 -1.05
O1 0.47 1.75 0.48
H7 2.70 0.29 1.04
O2 0.37 -2.76 -0.68

z | A single C5H7NO2 molecule, computed with ωB97M-V/def2-TZVPD.

The structure (SMILES) is CC(=O)[C@]1(C)NC1=O. The HOMO-LUMO gap comes out at 0.37977 Eh.

Atoms and positions in Å:
C1 -1.79 0.76 0.14
H1 2.63 0.94 0.84
N1 -1.54 0.61 -1.16
H2 0.24 -1.86 -0.93
H3 -0.19 -1.83 0.79
C2 -0.53 0.03 -0.23
C3 1.82 0.22 0.72
H4 -1.32 1.34 -1.83
H5 -1.45 -1.88 -0.43
H6 2.20 -0.66 0.20
C4 -0.47 -1.48 -0.20
O1 0.76 1.96 -0.55
H7 1.46 -0.09 1.70
O2 -2.52 1.11 0.99
C5 0.70 0.84 -0.07

z has the most favorable energy; the next structure is 0.0250 hartree above.

w | A single C4H6N2O2 molecule, computed with ωB97M-V/def2-TZVPD.

The structure (SMILES) is [H]/N=C1/NOC[C@@H]1C=O. The HOMO-LUMO gap comes out at 0.33176 Eh.

Atoms and positions in Å:
H1 -0.48 -1.55 -2.07
H2 0.88 -2.27 1.11
O1 1.74 1.05 2.03
N1 0.50 -2.29 0.27
C1 0.15 -1.03 -0.07
C2 1.32 1.07 0.72
H3 -0.65 0.21 1.42
H4 -0.63 1.87 -0.45
H5 1.73 1.49 -0.19
O2 -0.95 0.42 -1.66
N2 -0.78 -1.05 -1.32
C3 -0.96 0.88 -0.41
H6 -1.96 0.83 0.10
C4 0.09 0.36 0.52

x | A single C4H6N2O2 molecule, computed with ωB97M-V/def2-TZVPD.

The structure (SMILES) is N/N=C1\OC=C[C@@H]1O. The HOMO-LUMO gap comes out at 0.35033 Eh.

Atoms and positions in Å:
H1 3.16 0.49 -0.33
C1 -1.17 -1.54 -0.10
H2 -2.93 -0.23 0.19
O1 0.18 -1.36 -0.10
C2 0.30 0.04 -0.06
N1 2.61 -0.16 0.13
C3 -1.84 -0.37 0.01
H3 0.04 2.01 0.04
N2 1.30 0.62 0.05
C4 -0.96 0.70 0.26
H4 -1.45 -2.60 0.14
H5 -0.52 0.69 1.45
O2 -0.95 1.92 -0.27
H6 2.56 -1.06 -0.49

x has the most favorable energy; the next structure is 0.0371 hartree above.

w | A single C4H6N2O2 molecule, computed with ωB97M-V/def2-TZVPD.

The structure (SMILES) is C1=N\N=C/OCCO/1. The HOMO-LUMO gap comes out at 0.32444 Eh.

Atoms and positions in Å:
N1 1.11 1.32 -0.70
H1 -0.87 0.43 1.14
C1 -1.16 1.05 -0.21
H2 2.91 0.39 -0.39
C2 -0.18 -0.71 1.05
O1 1.24 -0.56 0.93
H3 -2.10 1.58 -0.01
N2 -0.04 1.71 -0.22
H4 0.52 -0.78 -1.11
H5 -0.95 -2.08 -0.99
C3 -0.51 -1.15 -0.39
O2 -1.36 -0.06 -1.03
H6 -0.40 -1.54 1.91
C4 1.79 0.39 0.02

x | A single C4H6N2O2 molecule, computed with ωB97M-V/def2-TZVPD.

The structure (SMILES) is Nc1coc(N)c1O. The HOMO-LUMO gap comes out at 0.28909 Eh.

Atoms and positions in Å:
H1 -1.11 2.16 1.45
N1 -0.05 -1.49 -1.89
N2 -0.37 1.62 1.82
C1 1.41 0.12 0.87
H2 0.70 -2.36 -1.93
C2 0.22 -0.75 -0.83
O1 -1.85 0.42 -0.49
H3 0.35 2.04 2.41
H4 2.33 0.13 1.50
H5 -1.15 -1.98 -1.78
C3 0.20 0.70 0.89
C4 -0.58 0.08 -0.12
O2 1.46 -0.67 -0.28
H6 -2.57 0.21 0.12

x has the most favorable energy; the next structure is 0.1991 hartree above.

w | A single C4H6N2O2 molecule, computed with ωB97M-V/def2-TZVPD.

The HOMO-LUMO gap (spin up / spin down) comes out at 0.30017 / 0.30791 Eh.

Atoms and positions in Å:
N1 2.07 -0.95 0.05
C1 -0.30 -1.03 -0.38
O1 -1.13 1.35 -0.58
H1 2.76 -1.58 0.43
O2 3.04 1.17 0.12
N2 0.96 -1.71 -0.24
H2 -1.65 1.52 1.34
H3 -2.74 2.36 0.22
C2 2.21 0.32 -0.07
C3 -2.13 1.45 0.40
H4 1.24 -2.20 -1.11
H5 -1.22 -1.62 -0.04
C4 -0.34 0.26 -0.51
H6 -2.77 0.66 0.36

x | 2 unconnected molecules or ions with the total composition C4H6N2O2, computed with ωB97M-V/def2-TZVPD.

The HOMO-LUMO gap comes out at 0.23368 Eh.

Atoms and positions in Å:
H1 1.83 1.94 0.34
C1 -1.08 -1.99 -0.09
H2 1.78 -0.50 -0.25
N1 -1.60 -0.61 0.23
H3 0.86 2.00 -1.35
C2 0.72 -0.49 0.00
C3 0.78 2.35 -0.19
O1 -1.83 -2.88 -0.05
C4 -0.36 0.29 0.29
H4 -2.60 -0.59 0.29
O2 -0.46 1.71 0.31
H5 0.93 3.58 0.03
H6 0.90 -2.98 0.94
N2 0.13 -1.83 -0.50

y | A single C4H6N2O2 molecule, computed with ωB97M-V/def2-TZVPD.

The structure (SMILES) is CCOC(=O)C1N=N1. The HOMO-LUMO gap comes out at 0.40240 Eh.

Atoms and positions in Å:
H1 0.97 -1.28 -1.91
H2 -1.16 -1.32 2.20
O1 0.16 -0.73 -0.07
H3 -1.15 -0.34 -2.19
N1 -0.85 0.56 3.38
H4 -0.11 0.70 -3.16
O2 0.84 1.20 1.06
C1 -0.31 0.40 -2.06
H5 -0.77 1.28 -1.52
C2 0.76 -0.37 -1.30
C3 0.26 0.12 0.94
H6 1.71 0.26 -1.27
C4 -0.50 -0.36 2.33
N2 0.14 -0.12 3.59

y has the most favorable energy; the next structure is 0.1110 hartree above.

w | A single C4H6N2O2 molecule, computed with ωB97M-V/def2-TZVPD.

The structure (SMILES) is C#CCN(O)/C=N\O. The HOMO-LUMO gap comes out at 0.33570 Eh.

Atoms and positions in Å:
C1 2.27 -0.54 0.34
C2 0.89 -0.21 0.77
H1 0.53 -1.31 0.72
H2 0.86 2.01 -0.85
O1 -1.72 -1.50 -0.07
H3 -1.96 1.91 -0.39
C3 3.20 -0.59 -0.58
O2 0.21 1.87 -0.05
N1 -2.46 -0.33 -0.27
C4 -1.63 0.70 0.01
N2 -0.14 0.53 -0.01
H4 0.81 0.32 1.79
H5 -2.25 -2.26 -0.22
H6 3.96 -1.22 -1.37

x | A single C4H6N2O2 molecule, computed with ωB97M-V/def2-TZVPD.

The structure (SMILES) is COc1ocnc1N. The HOMO-LUMO gap comes out at 0.34273 Eh.

Atoms and positions in Å:
H1 -0.16 2.02 0.95
H2 -1.82 0.02 -0.97
C1 -1.96 -0.56 -0.03
H3 0.25 2.44 -0.70
N1 -0.13 1.69 -0.04
O1 1.29 -1.65 -0.03
O2 -0.92 -1.46 0.03
C2 0.57 0.46 -0.04
H4 3.42 -1.06 -0.01
H5 -2.07 0.22 0.73
N2 1.95 0.46 0.05
H6 -3.00 -1.00 0.09
C3 2.33 -0.72 -0.01
C4 0.25 -0.87 -0.03

y | A single C4H6N2O2 molecule, computed with ωB97M-V/def2-TZVPD.

The structure (SMILES) is O=C(O)/C=N/N1CC1. The HOMO-LUMO gap comes out at 0.34117 Eh.

Atoms and positions in Å:
H1 1.56 -0.14 1.42
H2 -1.76 0.41 -1.23
C1 1.26 0.82 -0.47
C2 1.81 1.65 0.88
H3 -1.46 -2.63 0.10
N1 -0.24 -1.03 -0.44
O1 2.26 2.72 0.87
H4 -1.75 -1.12 -2.03
H5 -2.04 -0.73 0.93
C3 -1.43 -1.41 0.26
N2 0.42 -0.11 0.17
H6 1.22 1.36 -1.43
C4 -1.47 -0.66 -1.11
O2 1.61 0.86 2.07

z | A single C4H6N2O2 molecule, computed with ωB97M-V/def2-TZVPD.

The structure (SMILES) is [H]/N=C1/OCC=CN1O. The HOMO-LUMO gap comes out at 0.38148 Eh.

Atoms and positions in Å:
H1 -0.12 2.43 -0.61
C1 -1.91 -0.46 0.28
N1 1.44 -1.52 -0.15
C2 0.47 -0.77 -0.11
C3 -0.40 1.35 -0.09
H2 -2.53 1.34 -0.80
H3 -3.13 -0.70 0.08
O1 -0.86 -1.20 -0.15
N2 0.68 0.55 0.52
H4 2.15 -0.80 -0.15
C4 -1.64 0.93 -0.26
H5 2.26 0.57 -0.85
O2 2.01 0.94 0.10
H6 -1.87 -0.31 1.32

x has the most favorable energy; the next structure is 0.1320 hartree above.